Entry 1:
ORCA calculation (wB97M-V/def2-TZVPD) on a 8-piece molecular cluster, C28H43NO26Si2 overall in a non-equilibrium geometry.

Kohn-Sham gap = 8.816 eV
charge = 0
SMILES = C=C[SiH2]O[Si@H](CCCCOC=O)ON=O.O=C1OCCO1.O=C1OCCO1.O=C1OCCO1.O=C1OCCO1.O=C1OCCO1.O=C1OCCO1.O=C1OCCO1
E_HOMO = -0.33864 Eh

Each line ends with the Mulliken charge.
Atoms and positions in Å:
1 C -2.53788 1.43448 -3.42818  -0.291
2 C -1.58103 -4.37492 4.23548  -0.759
3 C -1.52251 5.27082 -7.81047  -0.216
4 H 2.94186 -7.98897 2.32070  0.267
5 N -1.74421 1.28498 1.74938  0.350
6 H 0.40446 -4.24177 5.07124  0.343
7 H -1.06647 0.98821 -1.86612  0.273
8 O -1.72694 6.11947 -8.94810  -0.335
9 C 5.32471 -3.25416 5.57263  -0.212
10 H 7.49612 -3.17670 5.29262  0.308
11 H -0.80204 -7.46040 3.03836  0.454
12 H -5.05735 1.22215 -0.02680  0.071
13 H -2.00257 5.68761 -6.93034  0.229
14 C -5.48227 0.86730 0.91474  0.347
15 H 2.21552 -1.74622 3.62743  -0.270
16 C 2.11238 4.87470 1.81552  -0.316
17 O 4.73185 -0.06565 4.53696  -0.462
18 C -0.08575 -4.65702 4.19322  -0.388
19 C 3.12151 -7.59896 4.46755  -0.052
20 H 2.05056 -1.14147 6.39096  0.194
21 O 4.88981 -7.88274 3.03377  -0.346
22 H 5.02851 -3.83892 6.43901  0.272
23 H -2.81315 -3.09848 5.43359  0.364
24 H -1.18408 5.50834 -13.54227  0.339
25 H 1.84278 1.59449 5.10019  0.212
26 C -6.74045 1.62116 1.30091  -0.355
27 O 1.79892 3.62746 2.44266  -0.273
28 C -1.71855 1.78886 -2.20166  -0.017
29 O 6.50630 -1.38056 4.97967  -0.366
30 C -1.21505 4.47134 -13.22316  -0.054
31 O -2.25114 3.76404 -13.91681  -0.346
32 C 1.93326 5.85745 2.95817  -0.322
33 H -1.95300 4.29137 -8.02441  0.259
34 O -2.26253 0.82778 2.98364  -0.225
35 H 0.36649 4.28263 -7.33727  0.278
36 O -1.30316 4.50989 -4.20366  -0.531
37 O -0.51741 2.37148 -13.82942  -0.337
38 O -0.94371 2.90029 -2.67119  -0.335
39 O 4.45679 -2.12569 5.41664  -0.196
40 H -2.02642 0.72744 -4.08276  0.266
41 H 0.39495 -4.25199 3.30309  0.359
42 C -1.59701 3.46957 -3.70557  0.614
43 H -2.02292 -4.50090 3.24621  0.334
44 H -6.92385 1.59907 2.37634  0.273
45 H -6.75560 2.65140 0.95593  0.311
46 Si -1.37652 -0.40813 3.76481  0.359
47 Si 1.61161 -0.39901 3.53149  0.601
48 H 5.25583 -3.87256 4.67647  0.180
49 O 0.38641 5.43597 -9.06972  -0.338
50 H -2.33420 2.11989 -1.36619  0.101
51 H 3.50037 -9.38410 3.27174  0.259
52 H 0.77221 3.64865 -12.82129  0.266
53 C -0.00339 -6.70829 3.06142  0.093
54 O -5.97326 -0.46135 0.72406  -0.313
55 C 6.68321 -2.59484 5.71706  -0.370
56 O -2.63437 2.69663 -4.10014  -0.342
57 O -2.51860 1.61354 -14.53717  -0.520
58 H 0.38464 6.04091 -7.09575  0.271
59 C 5.18675 -1.08755 4.93782  0.524
60 C -0.01246 5.23046 -7.70746  -0.249
61 C -1.83280 2.49603 -14.13576  0.619
62 O -7.76027 0.86433 0.64350  -0.332
63 O 0.67740 -6.48757 2.10422  -0.486
64 H -3.52917 1.05479 -3.19707  0.271
65 C -1.95252 -2.98245 4.77884  -0.720
66 H 2.84506 5.98765 3.54284  0.255
67 O -0.52926 6.53359 -10.80983  -0.531
68 H -1.27388 -0.00114 5.17013  -0.119
69 O 0.14358 -6.09292 4.25398  -0.334
70 C 3.52699 -8.29654 3.18278  -0.293
71 H 2.73322 -6.59642 4.28819  0.103
72 H 1.40446 5.04472 1.00281  0.273
73 C 1.67533 -0.12510 6.30189  -0.608
74 H -1.41865 4.43744 -12.15382  0.064
75 H 2.40288 -8.15932 5.05997  0.301
76 C -7.29874 -0.39452 0.44190  0.640
77 O -7.95813 -1.30761 0.07067  -0.525
78 O 0.95683 5.19824 3.77231  -0.348
79 H 2.35760 0.31078 2.47111  -0.275
80 O 0.04090 -0.53520 2.95630  -0.180
81 O 6.51208 -7.31420 4.49255  -0.538
82 H 1.24776 0.33684 7.18787  0.283
83 C 0.01919 3.67907 -13.60380  -0.304
84 C 1.01357 3.87224 3.51391  0.617
85 H 1.56383 6.82966 2.64453  0.293
86 O 0.45433 3.03174 4.14370  -0.519
87 H -2.24683 -2.42228 2.68232  0.424
88 O -2.20885 0.70495 0.85149  -0.287
89 C 5.37264 -7.54661 4.25048  0.638
90 H -1.12930 -2.57879 5.37553  0.389
91 H 6.91706 -2.34470 6.75300  0.263
92 O 4.36983 -7.50103 5.16264  -0.357
93 C -2.37615 -1.97268 3.66664  -0.791
94 C 1.72446 0.52234 5.12520  0.072
95 H 3.12172 4.84852 1.41508  0.281
96 H -3.40918 -1.65842 3.81754  0.311
97 H -4.71341 0.87904 1.68223  -0.082
98 C -0.61607 6.07609 -9.71421  0.656
99 H -2.01041 -5.12393 4.90213  0.392
100 H 0.47494 4.03493 -14.52936  0.247


Entry 2:
ORCA calculation (wB97M-V/def2-TZVPD) on C26H32BrGeIrNO5Se as an isolated structure in a non-equilibrium geometry.

Kohn-Sham gap (spin up / spin down) = 5.263 / 5.153 eV
charge = -1
E_HOMO (spin up / spin down) = -0.12585 / -0.12277 Eh
energy above the lowest of the compared OMol25 structures with the same formula, charge and spin = 2.346 eV

Each line ends with the Mulliken charge.
Atoms and positions in Å:
1 O -0.24549 1.28661 2.32845  -1.305
2 C -1.04569 4.82221 2.70915  0.589
3 H 3.97121 2.69931 1.23325  0.474
4 H -3.87539 -3.96649 3.61295  0.355
5 H 2.59501 -0.03109 -4.12835  0.406
6 H 1.95541 -4.18249 -1.58935  0.366
7 C 1.05901 -4.20229 -2.20675  -1.593
8 C 0.48661 -2.81829 -2.33655  0.875
9 C -0.30329 3.30101 1.05645  0.648
10 H 0.34591 -4.88069 -1.73585  0.323
11 O 0.03041 2.75451 -0.01395  -0.510
12 C -0.48629 -0.26499 -2.43675  0.293
13 H -3.65579 -0.56289 -1.04965  0.219
14 H -3.67619 -4.08409 0.48175  0.388
15 N -0.12909 -0.73959 -1.21055  0.663
16 H -4.85399 0.33711 -0.07515  0.386
17 Br -1.16869 1.50931 -2.53295  -0.055
18 H -2.53339 0.13671 3.02185  0.418
19 C 3.10751 2.05531 1.39655  -1.968
20 C -0.94809 -2.63999 2.18145  -0.680
21 C 2.68181 0.74401 -3.37695  -0.783
22 C 3.08231 0.89391 0.38765  2.505
23 H 4.48331 -0.66609 -0.20235  0.371
24 C 1.94311 -0.04319 0.68805  -1.442
25 Se -2.52879 0.93081 0.69695  0.134
26 C -3.11939 -0.19999 2.16375  -1.111
27 H 5.24941 0.85551 0.24905  0.409
28 H 2.53641 2.35611 -4.78685  0.376
29 H -3.93779 1.16521 -1.35865  0.407
30 H 3.16181 1.64591 2.40195  0.444
31 H 2.20311 2.64791 1.32235  0.222
32 H -0.69359 -2.86699 3.21205  0.465
33 H 1.31921 -4.60589 -3.18285  0.391
34 H 4.58721 -0.20289 1.49675  0.515
35 C -3.60879 -3.00779 0.34595  -1.258
36 H -0.72579 -0.53039 -4.52225  0.460
37 C 2.64431 2.07831 -3.74585  -0.575
38 C 2.91041 1.36941 -1.05085  0.134
39 C 4.43771 0.17091 0.48795  -2.013
40 O -1.38009 3.13151 4.44205  -0.735
41 H 0.62431 -2.42719 -0.25335  0.321
42 Ir -0.01939 0.36411 0.50435  0.824
43 C -0.59569 4.73731 1.30725  -0.383
44 C 0.10861 -2.28789 -3.58245  -0.740
45 H 2.65861 4.09701 -3.04195  0.392
46 H -3.47089 -2.49839 4.49605  0.375
47 H 2.90641 3.48921 -0.69825  0.315
48 O -1.41699 5.83021 3.30495  -0.694
49 H -4.93639 -2.56489 3.52955  0.375
50 C -0.48369 2.55571 2.27555  1.331
51 C -0.99799 3.41921 3.31455  -0.231
52 C -0.40259 -0.98279 -3.59795  -0.905
53 Ge -2.87149 -2.18389 2.01455  0.659
54 H 2.28631 -1.06029 0.90615  0.486
55 C 0.34171 -2.03879 -1.21925  -0.348
56 H -0.34909 -1.77869 1.86505  -0.209
57 H 2.81981 -0.64669 -1.77275  0.366
58 C -3.89669 0.39491 -0.59205  -1.172
59 C -3.89879 -2.88239 3.57495  -1.272
60 C 2.81061 0.39851 -2.04695  -0.005
61 H -0.68849 -3.49569 1.56335  0.311
62 H -2.95889 -2.82279 -0.50505  0.289
63 H -4.16529 0.04791 2.35825  0.543
64 O -0.47049 5.66981 0.50795  -0.700
65 C 2.71901 3.05211 -2.76765  -0.858
66 C 2.85671 2.70411 -1.43385  -0.043
67 H 0.21811 -2.84649 -4.49685  0.402
68 H -4.60319 -2.63869 0.11205  0.361